No. 1
48
Properties=species:S:1:pos:R:3:forces:R:3:nbo_charge:R:1 method="wB97M-V/def2-TZVPD" smiles="CCOc1ccc(OCC)c(NC(=O)CN(C)S(=O)(=O)c2cnc[nH]2)c1" de_lowest_kj_mol=0.28 homo_lumo_gap_ev=8.06 largest_force_ev_per_a=0.94 energy_ha=-1616.29487 total_charge=0 e_homo_ev=-7.616 lumo_ev=0.44
C -5.799 -3.424 -0.534 0.3 0.4 0.1 -0.617
C -4.647 -2.562 -0.043 -0.1 -0.3 0.1 -0.063
O -4.858 -1.249 -0.529 -0.1 0.0 -0.1 -0.501
C -3.912 -0.303 -0.285 0.2 0.4 0.0 0.306
C -4.135 0.949 -0.852 -0.1 -0.3 0.0 -0.251
C -3.229 1.978 -0.676 0.2 0.0 0.1 -0.260
C -2.081 1.777 0.074 -0.1 -0.3 0.0 0.233
O -1.118 2.728 0.308 -0.1 -0.3 0.2 -0.534
C -0.890 3.702 -0.696 0.2 0.4 -0.2 -0.056
C 0.548 4.181 -0.565 -0.4 -0.2 0.0 -0.626
C -1.860 0.519 0.652 -0.1 0.3 -0.2 0.207
N -0.675 0.377 1.385 -0.2 0.5 0.1 -0.628
C 0.069 -0.742 1.503 0.2 0.0 0.6 0.687
O -0.299 -1.881 1.329 0.0 -0.2 -0.1 -0.605
C 1.484 -0.425 2.006 -0.3 -0.5 0.0 -0.334
N 2.084 0.653 1.248 -0.2 0.0 -0.9 -0.659
C 3.331 1.137 1.797 0.5 0.3 0.1 -0.429
S 2.146 0.377 -0.408 0.3 -0.1 -0.2 2.330
O 0.823 0.173 -0.893 0.0 -0.3 0.2 -0.903
O 2.927 1.441 -0.979 0.2 -0.2 0.2 -0.957
C 3.102 -1.097 -0.609 -0.5 0.6 0.1 -0.288
C 2.911 -2.433 -0.368 -0.3 0.3 0.0 -0.032
N 4.046 -3.111 -0.662 0.1 -0.5 0.0 -0.445
C 4.910 -2.223 -1.074 0.0 0.2 0.0 0.182
N 4.391 -0.976 -1.053 0.2 0.1 -0.1 -0.504
C -2.768 -0.511 0.481 -0.2 -0.2 -0.1 -0.333
H -5.676 -4.443 -0.178 0.0 -0.1 0.0 0.212
H -6.742 -3.029 -0.167 -0.1 0.0 0.0 0.212
H -5.824 -3.426 -1.620 0.0 0.0 -0.1 0.213
H -4.618 -2.556 1.055 0.1 0.0 -0.1 0.170
H -3.691 -2.953 -0.416 -0.1 0.1 0.1 0.177
H -5.027 1.098 -1.440 -0.1 0.0 -0.1 0.221
H -3.421 2.937 -1.131 0.0 0.1 0.0 0.220
H -1.053 3.260 -1.685 0.0 0.0 0.1 0.182
H -1.587 4.542 -0.562 0.0 -0.2 -0.1 0.167
H 1.233 3.352 -0.731 0.1 0.0 0.0 0.226
H 0.716 4.582 0.432 0.0 0.1 0.1 0.207
H 0.745 4.959 -1.298 0.1 0.1 -0.1 0.213
H -0.164 1.253 1.427 0.0 -0.2 0.0 0.428
H 2.085 -1.345 1.964 -0.1 0.1 0.0 0.216
H 1.413 -0.107 3.052 0.0 0.0 -0.1 0.234
H 3.138 1.620 2.754 0.0 0.0 0.0 0.214
H 3.732 1.868 1.099 0.1 0.1 0.2 0.242
H 4.059 0.330 1.944 0.0 0.0 0.0 0.185
H 2.028 -2.930 -0.020 -0.3 0.0 0.1 0.239
H 5.910 -2.446 -1.387 0.2 0.1 -0.1 0.206
H 4.792 -0.098 -1.346 0.1 -0.1 0.0 0.444
H -2.543 -1.465 0.925 0.0 -0.1 0.0 0.252

No. 2
51
Properties=species:S:1:pos:R:3:forces:R:3:nbo_charge:R:1 method="wB97M-V/def2-TZVPD" smiles="CN(C)S(=O)(=O)Nc1ccc(NS(=O)(=O)N(C)C)c(S(=O)(=O)c2ccccc2)c1" homo_lumo_gap_ev=8.72 largest_force_ev_per_a=1.13 energy_ha=-2487.88485 total_charge=0 e_homo_ev=-8.616 lumo_ev=0.10
C -5.699 -0.811 1.504 -0.2 -0.4 -0.1 -0.430
N -4.796 0.278 1.188 0.4 0.0 -1.0 -0.670
C -5.181 1.553 1.751 -0.1 0.5 0.1 -0.428
S -4.486 0.407 -0.451 0.4 0.5 0.1 2.433
O -4.209 -0.896 -0.958 0.1 -0.2 0.2 -0.924
O -5.458 1.222 -1.110 0.0 0.2 0.1 -0.939
N -3.092 1.339 -0.410 -1.0 -0.1 -0.2 -0.856
C -1.847 0.746 -0.210 0.9 -0.4 0.2 0.116
C -1.722 -0.334 0.666 0.3 0.0 -0.1 -0.138
C -0.498 -0.932 0.884 0.0 0.2 -0.1 -0.263
C 0.649 -0.461 0.241 -0.7 0.1 0.1 0.246
N 1.894 -1.036 0.460 0.6 -0.9 0.2 -0.886
S 2.035 -2.685 0.700 -0.1 0.4 -0.2 2.442
O 3.430 -2.963 0.574 0.1 0.1 -0.3 -0.934
O 1.378 -3.041 1.916 -0.3 0.0 0.0 -0.940
N 1.141 -3.284 -0.580 0.4 0.3 0.9 -0.671
C 0.594 -4.603 -0.346 -0.2 -0.3 0.3 -0.423
C 1.839 -3.145 -1.840 0.3 0.1 -0.3 -0.435
C 0.514 0.629 -0.614 0.7 0.0 -0.1 -0.392
S 1.965 1.290 -1.429 -0.1 0.3 -0.2 2.174
O 1.548 2.249 -2.415 -0.2 0.1 0.3 -0.923
O 2.783 0.179 -1.873 0.1 0.1 0.3 -0.957
C 2.836 2.140 -0.110 -0.3 -0.4 -0.4 -0.252
C 2.268 3.290 0.405 -0.1 0.2 0.0 -0.209
C 2.897 3.944 1.450 -0.1 0.0 -0.1 -0.207
C 4.080 3.439 1.968 0.1 0.0 0.0 -0.180
C 4.640 2.286 1.442 0.0 0.0 0.0 -0.203
C 4.014 1.628 0.396 0.1 -0.2 -0.1 -0.210
C -0.710 1.228 -0.844 -0.5 0.1 0.0 -0.209
H -6.737 -0.569 1.253 0.0 0.0 0.0 0.190
H -5.626 -1.032 2.569 0.0 0.0 0.0 0.209
H -5.383 -1.675 0.927 -0.1 -0.2 0.2 0.238
H -5.241 1.458 2.834 0.0 0.0 0.0 0.211
H -4.411 2.275 1.490 -0.1 0.2 0.2 0.224
H -6.142 1.896 1.355 0.0 0.0 0.1 0.199
H -3.112 2.072 -1.102 -0.2 0.0 -0.1 0.422
H -2.606 -0.700 1.161 0.1 -0.1 0.1 0.229
H -0.400 -1.770 1.553 -0.1 0.0 0.1 0.253
H 2.592 -0.728 -0.211 0.2 -0.2 0.1 0.439
H 1.341 -5.391 -0.493 0.0 0.0 0.0 0.185
H -0.242 -4.763 -1.027 0.0 0.0 0.0 0.208
H 0.240 -4.633 0.681 -0.1 -0.2 -0.1 0.236
H 1.165 -3.433 -2.645 0.0 0.0 0.0 0.212
H 2.132 -2.106 -1.978 0.0 0.0 -0.2 0.231
H 2.737 -3.772 -1.872 0.0 0.0 -0.1 0.198
H 1.352 3.662 -0.027 -0.1 0.1 0.0 0.232
H 2.467 4.846 1.859 0.0 0.1 0.0 0.222
H 4.570 3.951 2.783 0.0 0.0 0.1 0.220
H 5.563 1.899 1.845 0.1 0.0 0.0 0.225
H 4.435 0.734 -0.038 0.1 -0.1 0.0 0.242
H -0.750 2.056 -1.537 -0.1 0.1 -0.1 0.242

No. 3
53
Properties=species:S:1:pos:R:3:forces:R:3:nbo_charge:R:1 method="wB97M-V/def2-TZVPD" homo_lumo_gap_ev=7.21 largest_force_ev_per_a=11.47 energy_ha=-2074.14182 total_charge=0 e_homo_ev=-8.804 lumo_ev=-1.59
C 4.065 3.128 -4.330 -0.5 -1.2 0.4 -0.411
C 3.632 1.799 -3.816 0.7 1.7 -0.1 -0.206
C 2.089 1.277 -3.632 1.3 -2.6 -2.4 -0.615
S 0.912 2.523 -2.878 0.7 0.1 0.6 0.477
C -0.475 2.993 -4.046 -8.9 3.3 -6.4 0.534
O -0.903 2.253 -5.093 4.0 2.8 6.3 -0.604
O -1.206 4.271 -3.815 5.3 -6.8 0.4 -0.687
H 4.550 3.940 -3.602 0.4 -2.6 -1.9 0.229
H 4.004 3.456 -5.471 -1.6 -0.2 2.8 0.230
H 4.494 1.016 -3.552 -2.1 2.2 1.1 0.231
H 1.716 0.915 -4.706 0.0 0.9 2.4 0.300
H 2.108 0.321 -2.928 -0.1 2.2 -1.5 0.278
H 0.272 1.863 -1.801 0.5 0.2 -1.4 0.235
C -2.874 2.843 0.681 -0.9 1.0 -0.3 -0.103
C -3.378 1.672 1.461 -1.2 0.1 0.7 -0.108
O -2.530 0.617 1.048 1.6 0.1 -0.6 -0.479
C -1.375 1.189 0.598 0.7 -0.5 -0.2 0.980
O -0.361 0.569 0.324 -1.5 1.1 0.2 -0.637
O -1.503 2.544 0.494 0.9 -1.5 0.1 -0.484
H -2.996 3.786 1.220 0.2 -0.1 -0.2 0.211
H -3.353 2.929 -0.300 0.2 -0.1 0.3 0.211
H -3.269 1.811 2.542 0.1 0.0 -0.1 0.178
H -4.423 1.440 1.236 0.3 0.0 0.0 0.237
C 0.233 -2.408 1.626 -0.9 0.7 -0.7 -0.120
C 0.455 -2.193 3.088 -0.5 0.8 0.6 -0.100
O 1.186 -3.340 3.478 0.6 -0.7 -0.7 -0.482
C 1.804 -3.816 2.358 1.3 -1.4 -0.1 0.976
O 2.650 -4.695 2.360 -1.7 1.8 0.1 -0.612
O 1.353 -3.181 1.237 0.8 -0.8 0.9 -0.478
H 0.198 -1.468 1.068 0.1 -0.3 0.0 0.241
H -0.679 -2.978 1.421 0.1 0.0 0.0 0.182
H 1.058 -1.302 3.293 0.0 -0.1 0.0 0.185
H -0.483 -2.123 3.645 0.2 -0.1 0.0 0.205
C -6.569 5.490 -2.249 -0.7 0.7 -0.6 -0.102
C -5.145 5.800 -1.919 0.7 1.0 -0.7 -0.107
O -4.863 4.928 -0.841 -0.7 -1.1 0.3 -0.487
C -5.740 3.885 -0.934 -0.1 -1.5 0.9 0.977
O -5.671 2.866 -0.268 -0.2 2.0 -1.3 -0.613
O -6.702 4.132 -1.870 0.8 -0.6 0.9 -0.472
H -6.788 5.619 -3.312 0.0 -0.2 0.2 0.212
H -7.275 6.090 -1.664 0.1 -0.1 0.0 0.184
H -4.465 5.572 -2.746 0.0 0.0 0.1 0.209
H -5.005 6.843 -1.621 0.1 -0.3 0.1 0.206
C 4.581 -6.945 2.690 -0.8 0.7 -0.8 -0.105
C 4.803 -6.730 4.152 -0.6 0.8 0.6 -0.099
O 5.534 -7.877 4.543 0.5 -0.6 -0.6 -0.486
C 6.152 -8.354 3.423 1.7 -1.8 -0.1 0.961
O 6.998 -9.232 3.424 -1.8 1.9 0.0 -0.584
O 5.701 -7.719 2.302 0.7 -0.6 0.8 -0.485
H 4.546 -6.006 2.132 0.1 -0.4 0.0 0.227
H 3.669 -7.515 2.485 0.1 0.1 0.0 0.182
H 5.406 -5.839 4.357 0.0 -0.1 0.0 0.180
H 3.865 -6.660 4.710 0.2 -0.1 0.0 0.206

No. 4
67
Properties=species:S:1:pos:R:3:forces:R:3:nbo_charge:R:1 method="wB97M-V/def2-TZVPD" de_lowest_kj_mol=0.00 homo_lumo_gap_ev=6.08 largest_force_ev_per_a=1.71 energy_ha=-4419.59004 total_charge=-2 e_homo_ev=-2.267 lumo_ev=3.81
C -17.807 11.817 18.969 0.5 -0.8 -0.1 -0.546
C -19.032 11.653 18.277 0.5 0.8 0.3 0.402
C -19.360 10.270 17.718 0.6 -0.6 -0.5 0.446
O -20.231 10.153 16.864 -0.7 0.0 -0.1 -0.630
C -18.542 9.172 18.126 -0.3 0.3 0.3 -0.581
C -17.436 9.319 18.949 0.3 -0.4 -0.6 0.474
C -16.975 10.742 19.327 -0.8 0.4 1.5 0.392
O -16.024 10.859 20.140 0.3 -0.3 -0.3 -0.745
O -16.740 8.338 19.342 0.1 -0.3 0.3 -0.832
O -19.819 12.582 18.098 -0.6 0.3 0.0 -0.649
H -17.531 12.777 19.390 -0.1 0.2 -0.2 0.177
H -18.788 8.201 17.702 0.0 -0.1 0.1 0.168
C -18.978 13.239 21.788 -0.1 -0.2 -0.1 -0.117
C -18.826 14.768 21.889 -0.2 0.1 0.9 -0.098
O -19.537 15.169 23.099 0.2 0.0 0.1 -0.710
S -20.524 14.031 23.580 0.0 0.0 0.0 2.573
O -21.777 14.219 22.940 -0.3 0.0 -0.2 -0.925
O -20.473 13.899 24.991 0.0 0.2 0.2 -0.920
O -19.727 12.835 22.961 -0.1 -0.1 -0.2 -0.691
H -18.042 12.698 21.885 0.1 0.1 -0.3 0.223
H -19.486 12.966 20.864 -0.1 -0.2 0.1 0.246
H -19.293 15.309 21.075 0.3 -0.1 -0.3 0.209
H -17.803 15.055 22.101 0.1 0.1 -0.5 0.200
C -15.177 8.531 22.042 0.1 0.2 -0.3 -0.119
C -15.728 9.707 22.865 -0.1 0.2 -0.2 -0.099
O -15.797 9.225 24.232 -0.3 0.6 0.2 -0.705
S -14.773 8.072 24.429 0.4 0.1 -0.5 2.585
O -15.253 7.173 25.401 -0.3 -0.6 0.6 -0.922
O -13.462 8.611 24.570 0.3 0.1 0.0 -0.949
O -14.949 7.450 22.992 -0.2 -0.2 0.0 -0.709
H -14.226 8.746 21.565 0.0 0.2 0.0 0.198
H -15.890 8.243 21.276 0.0 -0.3 -0.1 0.267
H -16.743 9.985 22.603 0.0 -0.1 -0.1 0.220
H -15.093 10.586 22.788 0.0 0.0 0.2 0.209
C -22.540 7.412 17.931 0.3 -1.1 -0.1 -0.098
C -22.154 7.269 16.443 0.7 1.4 0.0 -0.140
O -23.349 7.598 15.713 -0.1 -0.2 -0.2 -0.700
S -24.072 8.765 16.526 0.3 -1.0 -0.6 2.565
O -25.445 8.706 16.194 -0.6 -0.1 0.3 -0.924
O -23.354 9.963 16.369 0.3 0.8 0.2 -0.883
O -23.797 8.100 17.937 -0.4 0.4 0.3 -0.689
H -21.782 7.928 18.515 -0.1 0.3 -0.1 0.224
H -22.701 6.433 18.380 -0.2 0.1 0.1 0.194
H -21.775 6.313 16.105 -0.3 -0.2 0.2 0.197
H -21.412 8.049 16.228 0.1 -0.2 -0.1 0.243
C -14.742 7.055 17.507 -0.1 0.7 0.2 -0.124
C -15.906 6.081 17.300 0.2 -0.2 0.7 -0.100
O -15.627 5.376 16.069 0.0 0.0 -0.1 -0.700
S -14.156 5.721 15.574 -0.8 0.1 0.1 2.576
O -14.163 5.798 14.166 0.0 0.2 -0.7 -0.916
O -13.218 4.873 16.213 0.4 -0.4 0.5 -0.942
O -14.113 7.156 16.201 0.2 0.1 0.1 -0.687
H -14.014 6.734 18.248 0.0 -0.3 -0.1 0.193
H -15.093 8.042 17.792 -0.1 0.0 -0.1 0.267
H -16.862 6.592 17.250 0.0 0.0 -0.3 0.228
H -15.925 5.353 18.110 -0.1 0.0 0.0 0.189
C -19.011 6.930 21.231 0.2 -0.3 0.2 -0.116
C -18.980 5.833 20.164 0.5 0.7 -1.5 -0.111
O -20.023 4.899 20.474 -0.1 -0.2 -0.1 -0.696
S -20.964 5.535 21.584 0.5 0.2 0.0 2.573
O -21.419 4.512 22.439 -0.2 -0.5 0.4 -0.911
O -21.885 6.435 20.987 -0.2 0.1 -0.3 -0.930
O -19.817 6.345 22.291 0.0 0.2 0.2 -0.690
H -19.477 7.855 20.902 0.1 0.0 -0.1 0.227
H -18.009 7.081 21.615 -0.1 0.3 0.2 0.228
H -18.016 5.338 20.057 -0.2 -0.4 0.7 0.201
H -19.123 6.260 19.165 -0.4 0.1 0.2 0.210

No. 5
51
Properties=species:S:1:pos:R:3:forces:R:3:nbo_charge:R:1 method="wB97M-V/def2-TZVPD" homo_lumo_gap_ev=8.32 largest_force_ev_per_a=1.05 energy_ha=-2070.82396 total_charge=0 e_homo_ev=-9.101 lumo_ev=-0.78
C 0.317 -4.035 2.080 -0.1 0.6 -0.3 -1.025
B 0.077 -2.487 1.925 0.1 -0.1 0.0 1.053
O -0.288 -1.711 2.989 0.6 0.2 0.0 -0.885
C 0.244 -1.732 0.537 -0.1 0.0 0.1 -0.332
C -0.895 -1.580 -0.357 0.4 0.0 0.0 -0.432
Si -2.640 -2.225 -0.009 -0.7 0.1 -0.5 1.608
C -3.819 -1.167 -1.051 0.7 0.2 0.4 -1.102
C -3.192 -2.040 1.779 0.5 -0.5 0.0 -1.120
C -2.864 -3.991 -0.629 -0.2 0.4 0.3 -1.101
C -0.706 -0.967 -1.565 -0.3 -0.1 -0.1 -0.131
C 0.571 -0.488 -1.951 -0.5 -0.1 0.0 0.039
N 0.875 0.100 -3.112 0.3 0.2 -0.1 -0.607
S 2.443 0.452 -3.022 -0.2 -0.1 -0.1 0.961
N 2.796 -0.112 -1.569 0.1 0.1 0.1 -0.651
C 1.661 -0.617 -1.065 0.2 0.0 0.1 0.164
C 1.485 -1.249 0.201 0.0 -0.3 0.1 -0.059
C 2.700 -1.322 1.092 0.1 1.0 -0.1 0.176
C 2.626 -0.374 2.294 0.0 -0.2 0.1 -0.646
F 2.958 -2.618 1.518 -0.2 -0.4 0.2 -0.363
H -0.644 -4.537 1.948 -0.1 -0.1 0.0 0.243
H 0.984 -4.380 1.297 0.1 -0.2 0.0 0.251
H 0.716 -4.292 3.058 0.0 -0.2 0.1 0.230
H -0.054 -2.127 3.825 -0.4 -0.1 0.1 0.493
H -3.912 -1.512 -2.077 -0.2 0.0 -0.1 0.235
H -4.786 -1.093 -0.563 -0.3 -0.2 -0.1 0.239
H -3.421 -0.151 -1.062 0.0 0.1 -0.1 0.234
H -2.598 -1.300 2.305 -0.2 0.3 0.1 0.259
H -4.253 -1.822 1.832 -0.1 0.2 0.0 0.245
H -3.053 -2.978 2.319 0.1 -0.1 0.1 0.235
H -2.387 -4.138 -1.593 0.2 -0.1 0.0 0.242
H -2.559 -4.744 0.092 0.2 -0.2 -0.1 0.234
H -3.935 -4.102 -0.799 -0.1 -0.1 0.1 0.237
H -1.514 -0.840 -2.271 -0.1 0.0 0.0 0.215
H 3.557 -1.010 0.505 0.1 -0.2 -0.2 0.194
H 2.553 -0.961 3.207 0.0 0.0 0.1 0.226
H 3.519 0.238 2.354 0.1 0.0 0.1 0.220
H 1.763 0.281 2.240 -0.1 0.1 0.0 0.225
C -0.057 3.752 -2.525 0.0 0.3 0.0 -0.641
C 0.849 3.449 -1.352 -0.3 -0.4 -0.2 -0.078
O 1.778 4.524 -1.110 0.1 0.1 0.1 -0.477
C 1.301 5.566 -0.446 -0.1 -0.3 -0.1 0.693
O 0.190 5.702 -0.028 0.0 0.1 0.1 -0.540
C 2.420 6.600 -0.239 0.1 0.2 0.0 0.898
F 3.100 6.812 -1.372 0.0 0.0 0.0 -0.308
F 3.283 6.162 0.688 0.0 0.0 0.0 -0.310
F 1.919 7.760 0.171 0.0 0.0 0.0 -0.299
H 0.534 3.984 -3.412 0.0 -0.1 0.0 0.215
H -0.692 2.893 -2.740 0.0 0.0 0.0 0.229
H -0.695 4.611 -2.318 0.0 0.0 0.1 0.224
H 1.464 2.579 -1.572 0.2 0.1 0.1 0.188
H 0.279 3.237 -0.448 0.0 0.2 0.1 0.200